Record 1
Here is a structure of composition C38H58N3O2PSnTe at a distorted geometry from OMol25. Energies are from the ωB97M-V functional and the def2-TZVPD basis.

```
104
Properties=species:S:1:pos:R:3:lowdin_charge:R:1
Sn 0.7754 -1.2210 0.0136 1.30
C -2.0271 -2.4414 0.8677 -0.09
C -1.7250 -2.8183 2.3231 -0.32
C -0.4794 -3.7000 2.4482 -0.05
C -1.6919 -1.5723 3.1897 -0.12
C -2.7855 -1.3474 4.0066 -0.01
C -2.8278 -0.2863 4.8967 -0.02
C -1.7505 0.5773 4.9784 -0.02
C -0.6225 0.4146 4.1887 -0.16
C 0.4771 1.4549 4.3417 -0.40
C 1.1736 1.2933 5.7023 -0.04
C -0.0715 2.8839 4.2244 -0.08
C -0.5875 -0.6809 3.2651 -0.22
N 0.5319 -0.9003 2.4585 0.01
C 1.7234 -0.8479 2.9880 -0.06
C 2.8917 -0.8083 2.2272 -0.23
C 4.2357 -0.7892 2.7097 0.05
C 5.0233 -0.6835 1.6068 0.06
C 4.1450 -0.6359 0.4573 -0.18
N 2.8743 -0.6929 0.8570 0.02
C 4.6222 -0.5466 -0.9508 -0.53
C 5.5435 -1.7544 -1.2179 0.00
C 5.4226 0.7600 -1.1152 -0.01
C 3.4687 -0.5748 -1.9472 -0.07
H -1.9549 -3.3216 0.2285 0.08
H -1.3154 -1.6885 0.5101 -0.07
H -3.0312 -2.0263 0.7818 0.11
H -2.5623 -3.4233 2.6777 0.14
H 0.4044 -3.2220 2.0308 0.03
H -0.6405 -4.6340 1.9118 0.10
H -0.2844 -3.9406 3.4936 0.10
H -3.6189 -2.0370 3.9710 0.13
H -3.6913 -0.1396 5.5310 0.12
H -1.7856 1.3947 5.6855 0.12
H 1.2201 1.3289 3.5528 0.10
H 0.4709 1.4865 6.5118 0.09
H 1.9956 2.0045 5.7849 0.09
H 1.5744 0.2898 5.8508 0.07
H -0.6425 3.1620 5.1089 0.09
H -0.7141 2.9896 3.3500 0.00
H 0.7586 3.5841 4.1312 0.09
H 1.8520 -0.8974 4.0662 0.15
H 4.5426 -0.8542 3.7407 0.13
H 6.0979 -0.6266 1.5750 0.13
H 6.4347 -1.7315 -0.5926 0.09
H 5.8666 -1.7369 -2.2583 0.10
H 5.0083 -2.6857 -1.0288 0.10
H 6.2672 0.7960 -0.4289 0.09
H 4.7868 1.6260 -0.9263 0.10
H 5.8098 0.8217 -2.1311 0.10
H 2.9098 -1.5071 -1.8223 0.03
H 3.8527 -0.5449 -2.9657 0.11
H 2.8101 0.2840 -1.7984 0.05
C 1.4820 -2.6344 -4.4771 -0.10
C 0.6065 -1.3849 -4.6364 -0.50
C -0.3336 -1.5576 -5.8292 -0.08
P -0.1819 -0.9489 -3.0011 1.12
C -1.7749 -1.8721 -2.7068 -0.53
C -1.5563 -3.3734 -2.9096 -0.10
C -2.9966 -1.3714 -3.4725 -0.08
C -0.6423 0.8607 -3.0863 -0.53
C 0.5636 1.6980 -2.6471 -0.15
C -1.1536 1.3619 -4.4365 -0.09
H 2.1806 -2.6988 -5.3110 0.09
H 0.8740 -3.5376 -4.4898 0.08
H 2.0584 -2.6194 -3.5523 0.05
H 1.2611 -0.5230 -4.8148 0.11
H -0.9831 -2.4229 -5.7081 0.07
H 0.2828 -1.7348 -6.7122 0.10
H -0.9478 -0.6854 -6.0296 0.06
H -1.9500 -1.7032 -1.6332 0.07
H -1.5243 -3.6290 -3.9675 0.08
H -2.3784 -3.9273 -2.4569 0.10
H -0.6350 -3.7140 -2.4388 0.05
H -2.8668 -1.4744 -4.5486 0.08
H -3.2307 -0.3342 -3.2365 0.07
H -3.8543 -1.9799 -3.1825 0.10
H -1.4344 0.9729 -2.3354 0.09
H 1.4294 1.5132 -3.2855 0.08
H 0.8437 1.4895 -1.6099 0.02
H 0.3312 2.7604 -2.7243 0.08
H -0.3739 1.3103 -5.1954 0.09
H -1.4489 2.4074 -4.3374 0.10
H -2.0225 0.8042 -4.7768 0.06
O 2.1016 -3.2662 -0.2657 -0.14
N 1.1410 -4.0339 -0.2381 -0.16
O 0.0495 -3.4992 -0.0946 -0.27
C -3.1187 2.1810 1.6253 -0.37
Te -1.1026 1.7003 1.0399 1.39
C -1.2737 3.4622 -0.1870 -0.40
C -2.5264 4.1777 0.2320 -0.29
C -2.8044 5.4522 -0.2538 -0.03
C -3.9629 6.1029 0.1306 -0.06
C -4.8568 5.4813 0.9935 -0.06
C -4.5888 4.2121 1.4744 -0.03
C -3.4203 3.5557 1.0992 -0.28
H -3.1872 2.1386 2.7122 0.06
H -3.8060 1.4390 1.2183 0.06
H -1.3256 3.1733 -1.2372 0.03
H -0.3859 4.0785 -0.0507 0.07
H -2.1082 5.9377 -0.9261 0.12
H -4.1666 7.1000 -0.2336 0.11
H -5.7585 5.9923 1.2999 0.11
H -5.2848 3.7299 2.1491 0.12
```

The HOMO-LUMO gap (alpha / beta) is 4.36 / 4.54 eV. As for the energy above the lowest of the compared OMol25 structures with the same formula, charge and spin: 225.34 kJ/mol. The total charge is +2. The value obtained for the HOMO energy (alpha / beta) is -12.77 / -12.94 eV.

=====

Record 2
Here is a cluster of 2 separate species, C4H11NO2S in total at a distorted geometry from OMol25. Energies are from the ωB97M-V functional and the def2-TZVPD basis.

```
19
Properties=species:S:1:pos:R:3:nbo_charge:R:1
C -0.5973 -0.3118 0.9578 -0.22
N 0.7079 -0.1194 1.5774 -0.73
C 0.9355 1.1140 2.4380 0.15
O 1.3148 0.8656 3.6914 -0.96
C -0.7242 0.1739 -0.5113 -0.44
C -1.3441 -0.8861 -1.4588 -0.51
S -2.1109 -0.1724 -2.9844 -0.78
H -1.3793 0.1750 1.5600 0.16
H -0.8056 -1.3837 0.9339 0.16
H 1.0950 -0.9812 1.9322 0.35
H -0.0414 1.6095 2.3569 0.06
H 1.6815 1.7006 1.8771 0.07
H 0.2537 0.4962 -0.8751 0.18
H -1.3676 1.0514 -0.6444 0.20
H -2.0314 -1.4941 -0.8567 0.16
H -0.5576 -1.5068 -1.8924 0.18
H 2.3431 -0.7354 0.2369 0.49
H 2.2991 -0.4203 -1.2107 0.46
O 2.9444 -0.5215 -0.5050 -0.98
```

The HOMO-LUMO gap is 5.94 eV. As for the energy above the lowest of the compared OMol25 structures with the same formula, charge and spin: 77.65 kJ/mol. The total charge is -2. The value obtained for the HOMO energy is -0.04 eV.

=====

Record 3
Here is a structure of composition C5H12O at a distorted geometry from OMol25. Energies are from the ωB97M-V functional and the def2-TZVPD basis.

```
18
Properties=species:S:1:pos:R:3:nbo_charge:R:1
C -2.7499 0.1779 -0.3111 -0.60
C -1.2746 0.0393 -0.6233 -0.43
C -0.3582 0.2679 0.5707 -0.45
C 1.1774 -0.9760 0.3308 -0.04
O 2.2004 -0.3686 1.0373 -0.53
C 2.8596 0.4499 0.1366 -0.26
H -3.0335 -0.5405 0.4667 0.20
H -3.3679 -0.0147 -1.1967 0.21
H -2.9988 1.1820 0.0463 0.20
H -1.0238 0.7355 -1.4373 0.19
H -1.1434 -0.9777 -1.0221 0.19
H -0.4842 1.3196 0.9236 0.22
H -0.6434 -0.3616 1.4060 0.20
H 1.3047 -2.0026 0.7131 0.20
H 1.0458 -0.9865 -0.7703 0.18
H 3.5633 1.1013 0.6691 0.20
H 1.8429 1.0789 -0.1513 0.16
H 3.0837 -0.1242 -0.7880 0.18
```

The HOMO-LUMO gap is 9.83 eV. As for the energy above the lowest of the compared OMol25 structures with the same formula, charge and spin: 408.77 kJ/mol. The value obtained for the HOMO energy is -8.74 eV.

=====

Which formula does entry 3 have?
C5H12O